# 1
Molecular formula: C52H44AsMnNO3S2
Method: DFT, the ωB97M-V functional and the def2-TZVPD basis

As for the LUMO energy (alpha / beta): 0.3526 / -0.9951 eV. Its HOMO energy (alpha / beta) is -6.6 / -6.8 eV. For the HOMO-LUMO gap (alpha / beta), the calculation gives 6.98 / 5.83 eV. The multiplicity is 6.

Each line ends with the Mulliken spin population.
Geometry (Å):
Mn  0.0669  1.2358  0.4273  4.1614
O  1.9443  0.2668  -0.2134  -0.0099
S  3.1025  0.8007  -1.0271  -0.0084
C  4.4615  0.7491  0.1474  0.0289
C  5.7393  1.0833  -0.2782  -0.0101
C  6.7855  1.0309  0.6272  -0.0004
C  6.5466  0.6444  1.9416  0.0005
C  5.2654  0.3064  2.3499  0.0015
C  4.2086  0.3518  1.4495  0.0040
C  2.9098  2.5314  -1.1575  0.2853
C  3.1854  3.0930  -2.3667  -0.1316
C  3.1709  4.4908  -2.5179  0.3920
C  2.9770  5.2983  -1.3777  -0.1240
C  2.6824  4.7485  -0.1680  0.3459
C  2.3704  3.3006  -0.0030  -0.0116
H  5.9122  1.3913  -1.3039  -0.0015
H  7.7871  1.2920  0.3103  0.0000
H  7.3663  0.6025  2.6476  0.0001
H  5.0830  -0.0035  3.3709  0.0002
H  3.2025  0.0718  1.7372  0.0094
H  3.4466  2.4593  -3.2076  -0.0032
H  3.3835  4.9354  -3.4799  0.0219
H  3.0959  6.3719  -1.4625  -0.0009
H  2.5643  5.3871  0.6984  0.0157
H  2.7473  2.9172  0.9515  -0.0100
C  0.3322  1.2583  2.5695  0.2378
C  -1.0032  1.2183  3.1632  -0.0965
C  -1.7552  2.3885  3.3843  -0.0045
C  -3.0544  2.3437  3.8438  -0.0004
C  -3.6630  1.1169  4.1198  0.0072
C  -2.9275  -0.0569  3.9435  0.0013
C  -1.6308  -0.0004  3.4799  -0.0332
C  -5.0175  1.0581  4.5790  -0.0016
N  -6.1070  1.0082  4.9493  0.0040
H  0.9170  0.3691  2.8209  -0.0273
H  0.8880  2.1564  2.8436  -0.0096
H  -1.2991  3.3510  3.1799  0.0034
H  -3.6104  3.2602  3.9955  -0.0009
H  -3.3818  -1.0131  4.1719  -0.0009
H  -1.0783  -0.9226  3.3504  -0.0064
C  0.0173  4.2654  0.7233  -0.0316
C  0.7754  3.1592  0.0168  -0.1447
O  0.2055  2.6264  -1.0357  -0.1299
H  -0.0044  5.1856  0.1317  -0.0112
H  0.4505  4.4930  1.7010  -0.0024
H  -1.0159  3.9472  0.8750  -0.0237
O  -1.9017  0.6858  -0.3180  0.1461
S  -2.7995  -0.1277  -1.2055  0.0170
C  -4.1642  0.9723  -1.5578  0.0084
C  -5.3545  0.4295  -2.0175  -0.0025
C  -6.4156  1.2782  -2.2950  0.0002
C  -6.2767  2.6454  -2.0992  0.0000
C  -5.0807  3.1702  -1.6272  -0.0009
C  -4.0110  2.3325  -1.3489  -0.0057
C  -2.0548  -0.1406  -2.8255  0.0037
C  -2.4325  -1.1536  -3.6927  0.0010
C  -1.9021  -1.1680  -4.9745  0.0004
C  -0.9873  -0.1962  -5.3536  -0.0011
C  -0.5957  0.7914  -4.4574  0.0014
C  -1.1324  0.8331  -3.1793  0.0468
H  -5.4536  -0.6417  -2.1514  0.0000
H  -7.3527  0.8715  -2.6525  0.0000
H  -7.1098  3.3048  -2.3059  0.0000
H  -4.9816  4.2361  -1.4697  0.0000
H  -3.0702  2.7137  -0.9720  0.0060
H  -3.1175  -1.9285  -3.3669  0.0002
H  -2.1866  -1.9502  -5.6666  0.0001
H  -0.5662  -0.2158  -6.3512  -0.0001
H  0.1290  1.5398  -4.7531  0.0011
H  -0.8265  1.5915  -2.4664  -0.0250
C  0.2184  -3.8658  -3.8445  0.0007
C  0.8746  -2.6751  -3.5631  0.0009
C  0.7947  -2.1220  -2.2938  0.0109
C  0.0849  -2.7675  -1.2805  0.0210
C  -0.5907  -3.9467  -1.5774  -0.0023
C  -0.5238  -4.4916  -2.8549  -0.0006
As  0.0479  -1.9217  0.4813  0.1043
C  1.7366  -2.5569  1.2201  -0.0073
C  1.9235  -2.4588  2.5964  -0.0030
C  3.1466  -2.7851  3.1667  -0.0002
C  4.1981  -3.2067  2.3644  0.0009
C  4.0185  -3.3056  0.9926  -0.0002
C  2.7942  -2.9809  0.4224  -0.0054
C  -1.1832  -3.1233  1.3975  0.0065
C  -2.4859  -2.6806  1.6049  0.0014
C  -3.4201  -3.5003  2.2255  0.0001
C  -3.0520  -4.7668  2.6548  -0.0001
C  -1.7496  -5.2119  2.4643  0.0003
C  -0.8200  -4.3947  1.8372  -0.0052
H  0.2750  -4.2975  -4.8362  0.0001
H  1.4381  -2.1667  -4.3356  0.0001
H  1.2863  -1.1802  -2.0854  -0.0041
H  -1.1644  -4.4536  -0.8130  0.0000
H  -1.0499  -5.4137  -3.0707  0.0001
H  1.1094  -2.1329  3.2358  -0.0019
H  3.2754  -2.7092  4.2396  -0.0001
H  5.1534  -3.4583  2.8078  0.0001
H  4.8349  -3.6329  0.3605  -0.0001
H  2.6669  -3.0684  -0.6483  0.0002
H  -2.7676  -1.6782  1.3066  0.0028
H  -4.4297  -3.1413  2.3852  -0.0001
H  -3.7759  -5.4046  3.1465  0.0001
H  -1.4574  -6.1970  2.8063  -0.0001
H  0.1951  -4.7463  1.6933  -0.0008

# 2
Molecular formula: C52H44ClCsN3O5P
Method: DFT, the ωB97M-V functional and the def2-TZVPD basis

As for the LUMO energy: 3.6355 eV. Its HOMO energy is 0.1 eV. The relative energy (zero: lowest compared OMol25 entry of this formula, charge and spin) comes out at 66.3 kJ/mol. For the HOMO-LUMO gap, the calculation gives 3.56 eV. Its total charge is -2.

Each line ends with the Mulliken charge.
Geometry (Å):
Cs  -0.9626  0.2806  -0.3176  1.1627
C  1.6519  3.8264  0.5886  -0.5891
C  0.5322  4.3138  1.4610  0.6264
C  0.7882  5.0723  2.6072  -0.9240
C  -0.2713  5.5062  3.3834  -0.5600
C  -1.5642  5.1966  2.9870  -0.8957
C  -1.7283  4.4418  1.8316  0.5233
N  -0.7093  3.9972  1.1018  0.2859
C  -3.0894  4.1401  1.3030  0.4238
C  -4.0519  5.1466  1.2763  -0.9429
C  -5.2928  4.8510  0.7457  -0.6894
C  -5.5357  3.5678  0.2928  -0.7519
C  -4.5236  2.6135  0.3875  0.2986
N  -3.3166  2.9058  0.8700  0.1483
C  -4.7622  1.1956  -0.0192  0.9146
C  -5.6529  0.9026  -1.0395  -0.7724
C  -5.7618  -0.4182  -1.4524  -0.7118
C  -4.9886  -1.3791  -0.8452  -0.6950
C  -4.1257  -1.0055  0.1912  1.0671
C  -3.1546  -1.9881  0.7639  -0.9105
N  -4.0310  0.2605  0.5987  -0.2207
H  1.8983  4.5797  -0.1669  0.5177
H  1.3453  2.9408  0.0261  -0.4124
H  2.5442  3.6169  1.1833  0.2985
H  1.8131  5.2748  2.8902  0.4341
H  -0.0931  6.0701  4.2916  0.3997
H  -2.4256  5.5039  3.5667  0.5168
H  -3.8115  6.1410  1.6307  0.4699
H  -6.0637  5.6101  0.6897  0.3959
H  -6.5030  3.2898  -0.1027  0.4103
H  -6.1933  1.6911  -1.5462  0.2573
H  -6.4093  -0.6801  -2.2805  0.3568
H  -4.9819  -2.4032  -1.1928  0.2591
H  -3.6160  -2.9562  0.9658  0.4699
H  -2.6796  -1.6227  1.6741  0.3279
H  -2.3946  -2.1695  -0.0065  -0.3247
O  -0.5646  -2.4891  3.2370  -0.8958
C  0.2397  -1.7900  2.6104  -0.0733
O  0.1271  -0.5848  2.2529  -0.4016
C  1.5751  -2.4382  2.1993  0.0222
C  1.8190  -3.7477  2.5990  -0.6110
C  3.0175  -4.3816  2.3115  -0.4589
C  3.9943  -3.6944  1.6037  -0.8392
C  3.7576  -2.3914  1.1883  -0.1189
C  2.5528  -1.7436  1.4721  0.7242
P  2.2479  0.0064  0.9279  1.4377
C  2.6729  0.8652  2.5031  -0.1529
C  3.8610  0.6254  3.1916  -0.2204
C  4.1509  1.2957  4.3711  -0.6976
C  3.2409  2.2079  4.8895  -0.6803
C  2.0397  2.4279  4.2310  -0.6891
C  1.7565  1.7539  3.0500  -0.7209
C  3.7502  0.3246  -0.0967  0.2945
C  4.7369  1.2812  0.1285  -0.5247
C  5.7122  1.5438  -0.8303  -0.6120
C  5.7216  0.8521  -2.0294  -0.5456
C  4.7324  -0.0940  -2.2782  -0.6777
C  3.7535  -0.3384  -1.3320  -0.7380
H  1.0239  -4.2372  3.1484  0.4712
H  3.1877  -5.4030  2.6333  0.3144
H  4.9397  -4.1691  1.3660  0.3877
H  4.5289  -1.8780  0.6282  0.3154
H  4.5667  -0.0987  2.8001  0.4062
H  5.0818  1.0972  4.8897  0.3920
H  3.4577  2.7280  5.8156  0.3519
H  1.3116  3.1186  4.6363  0.5383
H  0.8015  1.8940  2.5595  0.9331
H  4.7444  1.8429  1.0540  0.2977
H  6.4624  2.3011  -0.6324  0.3772
H  6.4782  1.0612  -2.7762  0.3346
H  4.7071  -0.6231  -3.2230  0.4283
H  2.9605  -1.0463  -1.5543  0.4168
C  0.4220  2.9919  -2.3816  -1.2973
C  -0.4918  2.2353  -3.1046  0.9567
C  -0.1048  1.1549  -3.9742  -0.6479
C  -1.0214  0.3660  -4.6319  -0.0144
C  -2.4016  0.5556  -4.5018  -0.8581
C  -2.8132  1.5821  -3.6519  0.1414
C  -1.9140  2.3951  -2.9896  -0.4833
H  0.0791  3.7572  -1.6974  0.0120
H  1.4891  2.8212  -2.4752  0.1658
H  0.9554  0.9478  -4.0938  0.2243
H  -0.6498  -0.4431  -5.2561  0.4187
H  -3.1105  -0.1173  -4.9649  0.2697
H  -3.8756  1.7474  -3.4850  0.2895
H  -2.2946  3.1658  -2.3227  0.1260
C  1.7860  -4.2517  -1.3732  -0.8470
C  0.5338  -5.0708  -1.2737  0.8201
C  0.2387  -5.7790  -0.1122  -0.6211
C  -0.9220  -6.5258  -0.0248  0.3631
Cl  -1.2510  -7.4289  1.4426  -0.3067
C  -1.8299  -6.5792  -1.0652  -0.7739
C  -1.5512  -5.8653  -2.2196  -0.2564
C  -0.3809  -5.1301  -2.3320  0.2908
O  -0.1341  -4.5179  -3.5279  -0.5964
C  -0.1960  -3.0711  -3.5873  -0.6014
C  -1.1271  -2.4610  -2.5131  -0.1631
O  -2.3463  -2.6023  -2.6766  -0.6628
O  -0.5384  -1.9152  -1.5371  0.0209
H  2.4818  -4.5006  -0.5729  0.4843
H  1.5204  -3.1956  -1.2919  -0.3965
H  2.2726  -4.4058  -2.3394  0.4169
H  0.9194  -5.7355  0.7285  0.3422
H  -2.7434  -7.1492  -0.9633  0.3903
H  -2.2479  -5.8408  -3.0467  0.4214
H  -0.5905  -2.8618  -4.5795  0.2973
H  0.8116  -2.6648  -3.4879  0.1257

Question: Which formula does entry 1 have?
Answer: C52H44AsMnNO3S2

Question: Number 1 is which compound?
Answer: C52H44AsMnNO3S2